Here is one molecule with the formula C11H15BrSi in a non-equilibrium geometry from OMol25. Energies are from the ωB97M-V functional and the def2-TZVPD basis.

Summary:
Molecular weight ... 255.2 Da
HOMO-LUMO gap ... 8.9 eV
Strongest force on any atom ... 0.086 hartree/bohr
HOMO energy ... -8.6704 eV
Energy relative to the best compared isomer or geometry (same formula, charge and spin) ... 2.100 eV

ORCA input file:
```
! wB97M-V def2-TZVPD RIJCOSX def2/J DEFGRID3
* xyz 0 1
C -0.159 0.065 -3.446
C 1.330 -0.153 -3.368
C -0.615 0.948 -2.570
C 1.956 0.140 -2.218
C 0.191 1.498 -1.460
C 1.091 0.186 -0.991
C 0.130 2.868 -1.429
C 1.108 -0.812 -0.083
C -1.272 -2.217 1.309
C -0.808 0.959 1.476
C 1.052 -0.782 3.043
Si 0.017 -0.786 1.411
Br 2.353 -2.221 -0.457
H -0.714 -0.266 -4.215
H 2.041 -0.411 -4.211
H -1.654 1.205 -2.586
H 3.085 0.034 -2.058
H 0.640 3.398 -0.693
H -0.683 3.324 -1.905
H -2.246 -1.997 0.803
H -0.999 -3.235 1.051
H -1.569 -2.243 2.338
H -1.245 1.334 2.493
H -0.015 1.586 1.132
H -1.607 1.065 0.700
H 1.891 -0.098 2.875
H 0.561 -0.277 3.906
H 1.307 -1.841 3.371
*
```

natural (NBO) atomic charge list, values in e, 5 entries: -0.2245, -0.2148, -0.2147, -0.2430, 0.0022